[1]
{
  "formula": "C4H9Cl2CrF2N2O4S",
  "method": "ωB97M-V/def2-TZVPD",
  "spin_multiplicity": 4,
  "e_tot_ev": -85194.174,
  "s2": 3.833,
  "gap_ev": [8.904, 9.809],
  "homo_energy_ev": [-9.403, -9.739],
  "charge": 0,
  "symbols": ["Cr", "O", "Cl", "O", "O", "O", "C", "N", "C", "S", "N", "C", "H", "H", "H", "H", "H", "H", "H", "H", "F", "C", "F", "H", "Cl"],
  "positions_angstrom": [[0.100068, 0.061481, 0.178575], [1.590624, -1.244748, 1.456286], [0.234093, -1.646827, 1.759187], [0.188579, -2.709848, 2.676938], [-0.356680, -2.029233, 0.477628], [-0.491546, -0.489743, 2.217521], [1.722492, -4.117190, -1.320199], [1.889399, -2.674229, -1.451977], [1.124468, -1.802622, -2.091911], [1.416405, -0.106714, -1.798410], [0.212341, -2.102733, -3.001810], [-0.356620, -3.389998, -3.380599], [2.341417, -4.452175, -0.492872], [2.049258, -4.638732, -2.218997], [0.690065, -4.376697, -1.094073], [2.508759, -2.239409, -0.787030], [-0.303239, -1.292888, -3.306531], [0.420108, -4.128279, -3.554937], [-0.904827, -3.249459, -4.307981], [-1.051802, -3.757023, -2.624694], [-2.552784, -0.082251, 0.219870], [-1.660466, 0.469495, -0.688168], [-1.793936, -0.301473, -1.846904], [-2.029029, 1.464182, -0.935406], [0.573915, 2.163773, 0.442184]],
  "forces_ev_per_angstrom": [[0.1066, 1.3028, -1.5798], [0.1950, 0.3483, -0.0382], [0.7248, -2.8250, 2.1139], [-0.0835, -0.0537, 0.0934], [-0.3322, 0.2882, -0.7237], [-0.2687, 0.7914, -0.1118], [-0.0333, -0.1076, -0.0944], [-0.0956, -0.2269, 0.1565], [0.2595, 0.2674, -0.2051], [-0.0610, 0.0851, 0.1678], [-0.1696, -0.1581, 0.0788], [0.0235, -0.1323, 0.0255], [0.0109, 0.0577, 0.0204], [0.0138, -0.0106, 0.0534], [0.0364, 0.0127, 0.0214], [0.0080, 0.0970, -0.0008], [-0.0444, 0.0963, 0.0507], [-0.0511, 0.0362, -0.0460], [0.0246, 0.0280, -0.0108], [0.0147, 0.0144, -0.0145], [-0.0047, 0.1985, -0.2033], [-0.6754, -0.7035, -0.0957], [-0.0870, 0.0986, 0.1212], [0.2824, 0.0747, 0.0654], [0.2067, 0.4202, 0.1559]],
  "lowdin_charge": [0.240, -0.321, 0.655, -0.225, -0.350, -0.305, -0.048, -0.010, -0.747, 0.711, -0.003, -0.041, 0.098, 0.084, 0.087, 0.112, 0.109, 0.076, 0.095, 0.096, -0.035, -0.404, -0.071, 0.104, 0.092]
}

***

[2]
{
  "formula": "CH2N2OP4",
  "method": "ωB97M-V/def2-TZVPD",
  "e_tot_ev": -43249.847,
  "gap_ev": [6.036, 6.033],
  "homo_energy_ev": [-7.875, -7.874],
  "charge": 0,
  "symbols": ["C", "N", "N", "O", "P", "P", "P", "P", "H", "H"],
  "positions_angstrom": [[0.002430, -0.291977, -0.375957], [2.280127, -1.761041, -0.238471], [3.073676, 0.604544, 0.572390], [2.157547, 2.052518, -1.263222], [3.212135, -1.107230, 0.960636], [4.396259, 0.406368, -0.325914], [1.540446, 1.555159, -0.056718], [1.136041, -1.301975, -1.272370], [-0.726161, 0.217505, -0.996618], [-0.436074, -0.611217, 0.536659]],
  "forces_ev_per_angstrom": [[1.5106, -0.2289, -1.6601], [0.5614, 0.3766, 0.4027], [-1.4791, -0.4242, -0.0175], [0.4728, 0.8568, -2.4615], [-0.2768, -0.2018, -1.0975], [0.0613, -0.6449, 0.3261], [-0.7209, -0.2419, 2.6309], [-0.2819, 0.4579, 0.9136], [-0.0983, -0.0148, -0.2496], [0.2509, 0.0652, 1.2129]],
  "lowdin_charge": [-0.514, -0.690, -0.907, -0.587, 0.547, 0.759, 0.698, 0.719, -0.016, -0.011]
}

***

[3]
{
  "formula": "C4H5N3O",
  "method": "ωB97M-V/def2-TZVPD",
  "e_tot_ev": -10741.523,
  "gap_ev": 7.692,
  "homo_energy_ev": -7.145,
  "charge": 0,
  "symbols": ["C", "C", "C", "C", "H", "H", "H", "H", "H", "N", "N", "N", "O"],
  "positions_angstrom": [[0.761109, 0.310996, 0.029083], [-0.284856, 1.333137, 0.065599], [-1.599748, 0.733098, 0.106715], [0.315903, -1.064492, 0.184316], [3.604932, -0.216723, -0.438915], [-0.460337, 2.475376, -0.042645], [-2.629430, 1.112351, 0.255246], [-2.883144, -0.822476, -0.538321], [1.145789, -1.727426, 0.626588], [2.055382, 0.500150, -0.088856], [-1.857443, -0.543841, -0.139198], [-0.954077, -1.567681, -0.020966], [2.785923, -0.522475, 0.001355]],
  "forces_ev_per_angstrom": [[1.5398, 0.5003, -0.2076], [-4.9670, -0.2352, 0.0045], [1.5972, 2.1003, -0.6821], [-2.5847, -2.7549, 0.7925], [-0.3182, -0.7181, 0.6484], [1.6532, -2.0809, 0.6432], [1.2361, 1.4750, -0.2548], [3.6678, 0.6872, 1.7125], [-1.8941, 0.4529, -1.3198], [-5.5992, 6.4211, -0.2404], [-2.6892, -3.5576, -1.4104], [3.8762, 2.3684, 0.8053], [4.4823, -4.6585, -0.4912]],
  "lowdin_charge": [-0.315, 0.004, -0.149, -0.048, 0.129, 0.125, 0.121, 0.216, 0.136, -0.088, -0.118, 0.059, -0.071]
}

***

[4]
{
  "formula": "C18H14ClFeNO6S",
  "method": "ωB97M-V/def2-TZVPD",
  "spin_multiplicity": 5,
  "e_tot_ev": -90403.802,
  "s2": 6.092,
  "gap_ev": [5.459, 6.595],
  "homo_energy_ev": [-6.102, -8.929],
  "charge": 0,
  "symbols": ["C", "O", "C", "C", "C", "C", "C", "C", "Fe", "C", "O", "C", "O", "C", "O", "H", "H", "H", "H", "H", "H", "H", "H", "H", "N", "C", "C", "C", "C", "C", "S", "C", "Cl", "O", "O", "C", "C", "H", "H", "H", "H", "H"],
  "positions_angstrom": [[-3.927028, 3.744168, 0.562660], [-2.589941, 4.157946, 0.865239], [-1.475744, 3.380494, 0.636778], [-0.795881, 2.660727, 1.672788], [-0.406571, 1.226588, 1.328674], [-0.111728, 1.005352, -0.136174], [-0.198743, 2.052048, -0.976350], [-0.765804, 3.346730, -0.605119], [0.346244, 4.313190, 0.986309], [1.424631, 4.183195, 2.354992], [2.235685, 4.444129, 3.146812], [-0.327791, 5.842432, 1.472828], [-0.376178, 6.954837, 1.818936], [1.491855, 5.000847, -0.148357], [2.368182, 5.608518, -0.611086], [-4.529506, 4.632335, 0.762093], [-4.024981, 3.448351, -0.491195], [-4.233023, 2.930046, 1.234086], [-1.118273, 2.825012, 2.708742], [0.441079, 0.920073, 1.973072], [-1.243661, 0.560960, 1.625028], [0.218357, -0.102691, -0.521858], [0.131954, 1.997597, -2.019972], [-1.023898, 4.064616, -1.392806], [3.342175, -8.592974, -0.592678], [2.726521, -7.599130, -0.659254], [1.954107, -6.384301, -0.730648], [1.473002, -5.922195, -1.961542], [0.725945, -4.747628, -2.029346], [0.473853, -4.030252, -0.858369], [-0.481356, -2.505599, -0.928862], [0.679500, -1.147760, -1.110794], [1.063407, -0.789045, -2.748860], [-1.336907, -2.632930, -2.079200], [-1.024099, -2.311115, 0.401418], [0.914472, -4.500897, 0.379655], [1.664389, -5.672495, 0.438150], [1.687515, -6.487098, -2.869718], [0.345503, -4.387743, -2.982102], [1.580224, -1.494942, -0.600080], [0.673998, -3.953041, 1.287313], [2.028515, -6.038371, 1.398807]],
  "forces_ev_per_angstrom": [[0.5262, -0.3743, -0.0465], [0.7331, 0.8682, 0.1607], [0.2148, -0.2798, 1.3349], [-2.2871, -1.0010, -0.4461], [0.4104, -0.5882, 0.3176], [-0.3778, 2.0736, 1.7056], [0.0150, 1.3902, -1.2334], [-1.8494, -2.6091, -2.0197], [-2.3288, -2.0015, -0.5384], [3.5042, 1.0013, 2.7736], [-1.6160, -0.8150, -1.1185], [0.3935, 5.2610, 1.9625], [-0.6187, -2.6659, -0.8650], [4.4869, 2.5233, -1.9233], [-1.8351, -1.1851, 0.5427], [0.0249, -0.2191, -0.0879], [-0.0105, 0.0039, 0.2642], [0.0192, 0.1018, -0.2470], [-0.0854, -0.2124, -0.4010], [-0.1593, -0.0048, -0.3076], [0.2792, 0.1569, 0.0264], [-0.2170, 0.4250, 0.2474], [-0.0568, -0.2345, 0.3383], [0.2213, -0.3043, 0.2823], [-1.3663, 2.2538, -0.1597], [1.2702, -2.1142, 0.1339], [-0.2841, 0.3784, -0.0379], [-0.0277, -0.0052, -0.1524], [0.1861, 0.0309, 0.1284], [0.2237, -0.0236, 0.0003], [-0.8918, -0.5495, 0.5629], [0.9384, -2.5867, -0.9082], [0.0312, 0.2458, -0.3549], [0.3040, 0.3672, 0.2583], [0.2545, 0.0278, -0.5150], [0.1746, 0.0213, -0.1581], [-0.0164, 0.0311, 0.1873], [-0.0807, 0.1676, 0.2787], [0.0549, -0.0535, 0.1977], [-0.0600, 0.5007, 0.2938], [0.0286, -0.0827, -0.1877], [-0.1257, 0.0806, -0.2894]],
  "lowdin_charge": [-0.041, -0.135, -0.381, -0.110, -0.150, -0.059, -0.076, -0.109, 0.202, -0.155, 0.117, -0.115, 0.142, -0.133, 0.129, 0.093, 0.094, 0.094, 0.130, 0.123, 0.126, -0.028, 0.102, 0.137, 0.161, -0.164, -0.221, -0.008, -0.032, -0.266, 0.636, -0.681, 0.678, -0.315, -0.315, -0.038, -0.010, 0.128, 0.121, 0.077, 0.119, 0.128]
}

***

no.,maximum force (Eh/bohr)
1,0.0700
2,0.0533
3,0.1657
4,0.1095